C22H41ClGaNP3S | ωB97M-V/def2-TZVPD

Its relative energy (zero: lowest compared OMol25 entry of this formula, charge and spin) is 3.008 eV. As for the molar mass: 549.742 g mol⁻¹. Its spin multiplicity is 1. As for the LUMO energy (spin up / spin down): -10.389 / -10.672 eV. The calculation puts the calculated total energy at -128540.9470 eV. As for the net charge: +3. The HOMO energy (spin up / spin down) comes out at -15.8 / -15.8 eV. The value obtained for the HOMO-LUMO gap (spin up / spin down) is 5.42 / 5.14 eV.

Geometry as XYZ:
```
70
Properties=species:S:1:pos:R:3:nbo_charge:R:1
Ga -1.779 2.483 -1.543 1.355
P 2.072 -1.325 2.254 0.690
P 0.779 2.914 -1.009 0.996
P -1.520 -3.289 0.655 1.268
H -2.579 1.418 -3.599 0.272
C -2.957 1.337 -2.569 -0.741
C -3.759 2.412 -2.013 -0.601
H -4.164 3.153 -2.726 0.288
C 3.462 -2.263 1.493 -0.927
C 3.061 0.091 2.909 -0.927
C 1.967 -2.269 3.845 -0.923
C 1.709 4.061 -2.101 -0.935
C 1.049 3.637 0.663 -0.939
C 1.864 1.445 -0.940 -0.948
C -3.055 -4.084 0.120 -0.962
C -1.819 -2.374 2.179 -0.962
C -0.245 -4.535 0.924 -0.956
H -3.112 0.277 -2.326 0.295
H -4.419 2.174 -1.157 0.263
H 4.229 -2.498 2.239 0.244
H 3.907 -1.662 0.692 0.233
H 3.081 -3.197 1.067 0.229
H 3.922 -0.263 3.491 0.249
H 2.422 0.711 3.548 0.230
H 3.430 0.692 2.071 0.220
H 2.977 -2.500 4.209 0.250
H 1.430 -3.213 3.681 0.221
H 1.432 -1.673 4.597 0.235
H 2.639 4.398 -1.618 0.285
H 1.079 4.941 -2.291 0.269
H 1.943 3.572 -3.056 0.269
H 2.094 3.973 0.783 0.291
H 0.818 2.899 1.443 0.256
H 0.373 4.493 0.814 0.266
H 2.920 1.741 -1.028 0.285
H 1.632 0.771 -1.768 0.266
H 1.697 0.888 -0.011 0.262
H -2.939 -5.170 0.228 0.289
H -3.250 -3.851 -0.933 0.281
H -3.902 -3.761 0.745 0.282
H -2.486 -2.951 2.836 0.284
H -2.296 -1.419 1.928 0.246
H -0.869 -2.174 2.690 0.281
H -0.703 -5.529 0.977 0.285
H 0.272 -4.352 1.872 0.276
H 0.442 -4.481 0.069 0.273
C 0.073 -0.934 -3.080 -0.253
C 1.015 -1.958 -3.348 -0.142
C 2.140 -1.702 -4.115 -0.204
C 2.237 -0.520 -4.862 -0.128
C 1.278 0.483 -4.676 -0.140
C 0.306 0.348 -3.676 -0.227
S -1.213 -1.505 -2.138 0.040
H -0.979 -2.348 -0.375 0.032
H 0.842 -2.924 -2.873 0.236
H 2.903 -2.472 -4.188 0.255
H 3.089 -0.367 -5.528 0.259
H 1.302 1.381 -5.305 0.237
H -0.242 1.226 -3.332 0.179
Cl -0.577 0.590 3.677 0.093
C -1.623 1.537 2.692 -0.063
C -2.440 2.504 3.264 -0.117
C -3.178 3.305 2.397 -0.196
C -3.054 3.147 1.026 0.051
N -2.215 2.229 0.496 -0.605
C -1.578 1.353 1.314 0.002
H -2.459 2.591 4.337 0.278
H -3.835 4.064 2.799 0.276
H -3.634 3.764 0.331 0.239
H -1.007 0.564 0.829 0.236
```



C22H41ClO9S | ωB97M-V/def2-TZVPD

The SMILES is CC[C@@H](Cl)C1=C(CCCS)C(=O)OC1=O.COCCOCCOC.COCCOCCOC. As for the molar mass: 517.081 g mol⁻¹. Its spin multiplicity is 1. As for the LUMO energy: -1.559 eV. The calculation puts the calculated total energy at -65253.4019 eV. As for the net charge: 0. The HOMO energy comes out at -9.0 eV. The value obtained for the HOMO-LUMO gap is 7.43 eV.

Geometry as XYZ:
```
74
Properties=species:S:1:pos:R:3:mulliken_charge:R:1
C -6.192 -2.675 -2.633 -0.796
C -5.575 -3.997 -3.382 -0.523
C -4.128 -3.689 -4.158 -0.047
Cl -4.317 -2.320 -5.383 -0.116
C -2.856 -3.565 -3.133 0.052
C -1.455 -3.095 -3.308 0.258
C -0.931 -2.496 -4.740 -0.590
C -0.879 -0.851 -4.806 -0.615
C -1.992 -0.072 -3.891 -0.123
S -2.785 1.231 -5.042 -0.239
C -0.574 -3.307 -1.902 0.273
O 0.579 -2.752 -1.524 -0.491
O -1.398 -4.298 -1.135 -0.255
C -2.799 -3.916 -1.502 0.285
O -3.804 -3.890 -0.617 -0.511
H -5.941 -2.598 -1.490 0.210
H -7.379 -2.781 -2.695 0.309
H -5.939 -1.650 -3.144 0.224
H -6.360 -4.294 -4.229 0.348
H -5.416 -4.869 -2.617 0.313
H -3.921 -4.686 -4.803 0.354
H -1.507 -2.923 -5.687 0.343
H 0.192 -2.861 -4.873 0.313
H -1.053 -0.553 -5.949 0.328
H 0.185 -0.450 -4.526 0.280
H -1.427 0.502 -3.009 0.220
H -2.885 -0.729 -3.518 0.068
H -4.117 0.779 -5.310 0.119
C 0.570 -3.200 2.791 -0.691
O 1.976 -3.015 2.744 -0.297
C 2.469 -2.920 1.407 -0.408
C 3.801 -2.168 1.379 -0.456
O 3.649 -0.746 1.484 -0.459
C 3.283 -0.250 2.779 -0.030
C 4.423 -0.333 3.799 -0.809
O 4.541 -1.663 4.308 -0.236
C 5.849 -1.945 4.779 -0.806
H 0.292 -4.146 2.318 0.301
H 0.263 -3.221 3.840 0.250
H 0.059 -2.364 2.302 0.263
H 1.744 -2.400 0.766 0.227
H 2.612 -3.939 1.035 0.469
H 4.264 -2.338 0.401 0.435
H 4.500 -2.546 2.126 0.150
H 2.371 -0.730 3.141 0.168
H 3.042 0.807 2.627 0.246
H 4.207 0.326 4.647 0.423
H 5.358 -0.016 3.326 0.363
H 6.575 -1.842 3.968 0.343
H 5.872 -2.980 5.130 0.229
H 6.109 -1.282 5.609 0.325
C 2.126 7.135 2.283 -0.786
O 0.982 6.325 2.071 -0.240
C 0.203 6.762 0.957 -0.586
C -0.636 5.609 0.402 -0.330
O 0.119 4.700 -0.410 -0.481
C 1.024 3.837 0.293 -0.405
C 0.311 2.737 1.085 -0.325
O -0.196 3.257 2.316 -0.255
C -1.299 2.510 2.803 -0.743
H 1.830 8.159 2.528 0.321
H 2.691 6.717 3.120 0.232
H 2.770 7.126 1.398 0.334
H 0.853 7.153 0.163 0.356
H -0.456 7.563 1.308 0.421
H -1.394 6.034 -0.265 0.396
H -1.175 5.079 1.190 0.125
H 1.713 4.411 0.914 0.164
H 1.627 3.356 -0.485 0.402
H 1.021 1.941 1.333 0.197
H -0.500 2.320 0.479 0.381
H -2.119 2.529 2.080 0.353
H -1.647 2.976 3.728 0.230
H -1.002 1.480 3.014 0.250
```



C22H42BiNP3S2 | ωB97M-V/def2-TZVPD

Its relative energy (zero: lowest compared OMol25 entry of this formula, charge and spin) is 3.195 eV. As for the molar mass: 686.621 g mol⁻¹. Its spin multiplicity is 1. As for the LUMO energy (spin up / spin down): -12.037 / -12.427 eV. The calculation puts the calculated total energy at -80332.4548 eV. As for the net charge: +3. The HOMO energy (spin up / spin down) comes out at -16.1 / -15.8 eV. The value obtained for the HOMO-LUMO gap (spin up / spin down) is 4.02 / 3.38 eV.

Geometry as XYZ:
```
71
Properties=species:S:1:pos:R:3:mulliken_charge:R:1
Bi 0.225 0.775 0.730 0.855
P -2.522 -0.009 -0.020 0.751
P 0.370 -2.133 -0.547 0.645
P 0.720 1.001 -2.242 0.821
H 3.949 6.603 3.438 0.320
C 3.506 7.068 2.550 -0.552
C 2.202 7.343 2.411 -0.513
H 1.401 6.915 3.046 0.284
C -3.569 -0.325 1.448 -1.259
C -3.074 -1.337 -1.168 -1.222
C -3.331 1.455 -0.774 -1.214
C 2.083 -2.772 -0.378 -1.308
C -0.485 -3.432 0.425 -0.995
C 0.015 -2.780 -2.246 -1.675
C 1.082 2.679 -2.869 -1.228
C -0.464 0.455 -3.530 -1.156
C 2.301 0.190 -2.697 -1.221
H 4.188 7.332 1.738 0.280
H 1.884 8.024 1.621 0.252
H -3.122 0.170 2.321 0.322
H -3.620 -1.405 1.657 0.350
H -4.581 0.066 1.257 0.505
H -2.851 -2.333 -0.761 0.345
H -2.570 -1.219 -2.137 0.212
H -4.160 -1.254 -1.320 0.531
H -3.116 2.345 -0.163 0.388
H -4.418 1.276 -0.807 0.486
H -2.945 1.625 -1.792 0.274
H 2.124 -3.758 -0.867 0.443
H 2.345 -2.866 0.687 0.385
H 2.793 -2.083 -0.852 0.361
H -0.461 -4.358 -0.172 0.522
H -1.519 -3.150 0.658 0.179
H 0.007 -3.593 1.393 0.256
H 0.242 -3.857 -2.241 0.595
H 0.637 -2.290 -3.007 0.461
H -1.043 -2.640 -2.509 0.397
H 1.485 2.596 -3.888 0.522
H 1.804 3.181 -2.216 0.217
H 0.166 3.283 -2.882 0.394
H -0.091 0.757 -4.520 0.461
H -1.437 0.929 -3.345 0.265
H -0.600 -0.631 -3.514 0.215
H 2.648 0.581 -3.663 0.449
H 2.223 -0.901 -2.760 0.316
H 3.040 0.445 -1.928 0.354
C 1.588 4.039 1.261 0.486
C 2.903 4.081 0.751 -0.453
C 3.984 3.940 1.611 -0.379
C 3.787 3.787 2.999 -0.618
C 2.489 3.914 3.508 -0.273
C 1.398 4.100 2.673 -0.708
S 0.271 3.825 0.204 0.167
H 1.926 1.371 0.362 -0.009
H 3.025 4.092 -0.339 0.336
H 4.984 3.958 1.165 0.516
H 4.595 3.594 3.712 0.474
H 2.327 3.906 4.586 0.497
H 0.387 4.218 3.040 0.567
S -0.289 0.188 3.570 -0.281
C -0.301 -1.513 3.755 0.272
N 0.921 -2.158 3.900 -0.009
C 1.042 -3.527 3.898 -0.313
C -0.103 -4.309 3.918 -0.572
C -1.371 -3.691 3.873 -0.348
C -1.465 -2.300 3.818 -0.622
H 1.762 -1.574 3.921 0.299
H 2.060 -3.921 3.942 0.445
H -0.016 -5.399 3.962 0.431
H -2.281 -4.299 3.852 0.449
H -2.424 -1.773 3.811 0.581
```



Number 1: strongest force on any atom 0.07273 hartree/bohr. Number 2: strongest force on any atom 0.18492 hartree/bohr. Number 3: strongest force on any atom 0.02963 hartree/bohr.